Entry 1:
64
Properties=species:S:1:pos:R:3 method="wB97M-V/def2-TZVPD" energy_ev=-114074.07611 spin_multiplicity=5 s_squared=6.09 total_charge=+2
Rh -0.0738 -0.3560 -0.7217
Br -1.6996 -2.0901 0.5391
N -0.9602 1.8428 -0.1005
N 0.5383 -2.6702 -2.7407
N 0.1765 -0.2831 1.3431
N 0.9499 -2.6273 -1.5401
N -0.7006 -0.6835 -2.6115
C -3.0477 1.2492 0.9272
C 1.0238 -5.9318 -0.0024
C 0.6615 0.5146 3.5497
C 1.4863 1.4167 4.3993
C 0.8736 0.4921 2.1708
C -0.3282 -0.3248 4.0616
C -1.2842 -0.9309 -5.3221
C -1.8672 3.2774 1.6153
C 2.0657 -3.3819 0.4117
C -0.8200 4.1867 1.3621
C -2.8477 3.4732 2.6068
C 0.0976 3.9206 0.3828
C 1.3176 0.8955 -1.4015
C -1.9376 2.1116 0.7911
C -0.4982 -1.8683 -4.7076
C 1.0623 2.2810 -1.2657
C -1.4775 0.2120 -3.2309
C 2.7882 2.7344 -2.8881
C 0.0267 2.7008 -0.3203
C 2.3636 0.4638 -2.2164
C -0.7739 -1.0620 1.8618
C -1.7992 0.1318 -4.5671
C 0.7417 -4.9451 -0.9149
C 1.7991 3.1840 -2.0290
C -0.2099 -1.7494 -3.3279
C -1.0730 -1.1233 3.2054
C 2.3293 -4.3855 1.3137
C 3.0800 1.3756 -2.9733
C -3.8763 2.5818 2.7568
C 1.2527 -3.6361 -0.7171
C -3.9921 1.4803 1.8924
C 1.7969 -5.6603 1.1276
H 1.6387 1.1114 1.7184
H 0.1492 -5.1342 -1.7987
H -0.5064 -0.3761 5.1241
H 0.6441 -6.9311 -0.1665
H -1.8565 1.0199 -2.6112
H 2.4813 -2.3914 0.5364
H -0.7537 5.0961 1.9411
H -4.8377 0.8171 1.9945
H 2.9621 -4.1884 2.1658
H 3.3547 3.4421 -3.4756
H 1.5831 4.2394 -1.9688
H -4.6238 2.7385 3.5172
H 0.9011 4.6049 0.1681
H -0.0885 -2.7090 -5.2410
H -2.4384 0.8742 -5.0147
H -3.1658 0.4305 0.2303
H -2.7842 4.3487 3.2336
H 2.5424 1.2588 4.1877
H -1.5131 -1.0104 -6.3729
H 3.8540 1.0298 -3.6438
H 2.6003 -0.5915 -2.2968
H -1.8581 -1.7684 3.5693
H 1.3106 1.2525 5.4579
H 1.9842 -6.4371 1.8545
H 1.2559 2.4576 4.1714



Entry 2:
113
Properties=species:S:1:pos:R:3 method="wB97M-V/def2-TZVPD" energy_ev=-388985.26768 total_charge=0
Br 5.1852 -1.7980 1.1394
Br 2.3416 -7.6518 0.3812
Br 5.8994 -3.8514 0.0505
Ca 1.6499 6.2205 -6.5243
Cl -3.8334 -3.7228 -2.0163
Cl 3.1310 -6.3977 4.2914
Cl 4.3511 -3.7511 4.0792
Cl 1.0676 2.7467 3.0633
S -1.0549 0.8508 2.8223
S 1.4780 8.4581 -0.1320
P 1.2828 0.4078 4.7897
F 1.9264 7.1971 2.1562
F 4.1154 2.3508 3.6839
F 0.6550 6.1027 0.7964
F -0.1171 7.8038 1.8841
O -0.0962 2.7827 0.2281
O -1.4090 0.0458 1.4928
O 1.8635 5.5084 -4.3518
O -1.6206 2.1499 2.6620
O -4.3150 4.3456 -5.7846
O 2.6421 7.8087 -0.7217
O 0.1903 1.1680 -1.2786
O -3.5575 -1.6257 -4.4674
O 1.7675 9.7164 0.5017
O -2.7704 0.3704 -4.2844
O 0.3309 8.4953 -1.0311
O -0.1491 -2.0422 3.6651
O 4.7698 0.9447 1.0260
O -1.6791 0.2748 3.9802
N 2.6842 -4.7315 0.0608
N -3.6355 -0.4456 -4.6600
N 2.5329 1.2087 5.3369
C 1.5565 0.2509 1.8888
C 1.7238 1.1863 0.6544
C 0.8121 0.9814 3.0816
C -0.3446 -3.1602 5.7207
C 1.3019 -4.3425 -0.1194
C 0.5229 1.8008 -0.0476
C -2.3136 -3.5017 -1.0344
C 1.2412 -2.8401 -0.5133
C -6.9882 1.0061 -6.7494
C -0.6658 -4.2524 6.4894
C 0.9655 5.9230 -3.2693
C -4.9039 1.4258 -5.6309
C 4.2363 0.0473 1.5391
C -1.1139 -5.4366 5.9232
C 0.8933 -2.1613 2.7139
C 2.1940 4.1022 -4.1714
C 3.0277 0.1152 2.4936
C -0.5612 -1.0106 0.9942
C -2.5349 -2.3104 -0.0949
C -1.2001 -5.4783 4.5444
C -5.7774 -0.8275 -5.7808
C 3.9930 -5.2749 3.2371
C 1.8522 -1.8810 0.5308
C -1.4511 -2.2842 1.0384
C 0.9634 7.3434 1.2420
C -0.4514 -3.2012 4.3394
C -4.8001 0.0673 -5.3718
C 1.7138 3.7258 -2.7833
C -0.8895 -4.3808 3.7750
C -6.8756 -0.3514 -6.4728
C 0.8906 -1.1526 1.5281
C -6.0062 1.8938 -6.3268
C 0.5111 4.6518 -2.5831
Be -1.3228 -0.0613 -2.9364
H 2.4947 -1.1885 -0.0218
H 0.8154 -3.1611 2.2593
H 0.2504 4.8125 -1.5388
H 0.8936 -4.8731 -1.0059
H -0.8776 -3.2133 1.0020
H 2.5542 -2.4984 1.1154
H 1.6664 3.5268 -4.9452
H 0.2578 -2.5850 -0.9205
H -6.0993 2.9477 -6.5417
H -4.1464 2.1203 -5.3053
H -7.8462 1.3739 -7.2976
H -4.2868 4.9030 -4.9979
H 4.9277 -5.7287 2.9271
H -0.7751 0.9550 -1.2438
H 3.1778 -4.5565 -0.8122
H -0.9950 -4.4664 2.6949
H 0.1342 6.5039 -3.6794
H -7.6444 -1.0375 -6.8007
H 3.1570 -0.6671 3.2461
H 2.7855 -5.7773 0.2368
H 1.9102 -2.8031 -1.3927
H -2.0023 -2.2976 1.9877
H -0.4563 -0.8314 -0.0890
H -1.5205 -3.3242 -1.7691
H 0.1880 0.6359 5.6630
H 1.5324 6.5609 -2.5971
H -3.6415 4.7191 -6.3608
H -0.0260 -2.2417 6.2110
H 3.2670 3.9583 -4.3020
H 2.4852 3.9600 -2.0464
H 3.2333 1.0974 3.0263
H -2.4868 -1.3419 -0.6118
H 1.8595 -2.2095 3.2504
H -2.1343 -4.4438 -0.5101
H 0.6439 -4.6089 0.7168
H 1.6622 -0.9564 4.8641
H 2.7952 1.8301 4.5246
H 1.4677 2.6688 -2.6998
H -0.6040 -4.1882 7.5755
H 2.3817 2.0185 0.9538
H 3.3773 -5.0610 2.3685
H -3.5167 -2.4654 0.3673
H 2.3060 0.7283 -0.1580
H -0.3626 4.2362 -3.0956
H -1.5490 -6.4077 4.0997
H -5.6925 -1.8843 -5.5698
H -1.3871 -6.2914 6.5356



Entry 3:
62
Properties=species:S:1:pos:R:3 method="wB97M-V/def2-TZVPD" energy_ev=-35904.85448 smiles="COC[C@@H]1CN(C(=O)[C@H]2CCC23CCC3)CCN1C(=O)Cc1nncn1C(C)C" total_charge=0
O 3.9282 0.2880 0.6274
O -2.8324 -0.9261 0.2979
O -0.5713 2.5633 -0.4243
N 1.9403 -0.7647 0.7129
N -5.2078 0.9545 0.9326
N -4.1236 2.6197 0.0127
N -0.7628 -0.0606 0.5253
N -5.4301 2.6840 -0.3982
C 2.9281 -1.4887 -2.2397
C -2.1110 -0.0302 0.7097
C 0.6013 1.9232 0.0018
C -0.3546 3.5023 -1.4501
C -6.0520 1.6915 0.1625
C 4.9850 -1.4072 -1.6105
C 0.1865 0.9111 1.0544
C 0.9684 -1.7607 0.3109
C 3.6335 -1.5763 -0.8608
C -6.1197 -1.3150 0.8645
C 6.7314 -0.6004 -0.6318
C 6.2691 -2.0248 -1.0271
C -0.2048 -1.0675 -0.3603
C 3.1986 -0.5953 0.2087
C -4.0057 1.5745 0.7833
C -2.7279 1.1692 1.4223
C 5.7046 -0.0411 -1.6373
C 4.2679 -1.8982 -2.8816
C -5.5455 -0.2164 1.7393
C -6.4825 0.1753 2.8725
C 1.3941 0.1865 1.6499
H 4.5531 -1.4268 -3.8228
H -0.2901 1.4528 1.8688
H 3.5801 -2.5930 -0.4639
H 6.1482 -2.7640 -0.2318
H -7.0983 1.4570 0.0580
H 2.0584 -2.1204 -2.4241
H 6.8938 -2.4489 -1.8143
H -2.8752 0.9097 2.4766
H -6.2961 -2.2129 1.4578
H -6.0474 0.9670 3.4841
H -4.6075 -0.5762 2.1541
H 0.6096 -2.2739 1.2108
H 0.0749 3.0246 -2.3397
H 7.7792 -0.3528 -0.7994
H 4.3406 -2.9816 -2.9901
H 5.1467 0.8487 -1.3609
H -0.9866 -1.7684 -0.6321
H 0.1488 -0.5776 -1.2741
H 1.4096 -2.5106 -0.3360
H 6.4578 -0.3493 0.3888
H -7.4399 0.5320 2.4877
H -5.4212 -1.5613 0.0675
H 2.6734 -0.4555 -2.4759
H -1.3218 3.9272 -1.7065
H 2.1694 0.8951 1.9260
H 6.1549 0.1121 -2.6210
H 0.3161 4.3053 -1.1204
H -2.0862 2.0422 1.3737
H 1.1109 1.4331 -0.8418
H -6.6778 -0.6848 3.5137
H -7.0709 -1.0120 0.4211
H 1.3093 2.6379 0.4437
H 1.0791 -0.3447 2.5555



Entry 4:
9
Properties=species:S:1:pos:R:3 method="wB97M-V/def2-TZVPD" energy_ev=-10109.34904 total_charge=0
O -0.8001 1.4702 2.4075
N 1.3796 -0.4232 -0.0668
N 0.2114 1.4171 1.8339
N -2.1459 -0.5812 -2.2538
N -0.9356 -0.1888 -0.1731
C -1.5292 -0.5692 -1.2590
C 0.1910 0.0665 0.2467
H 1.3286 -0.8669 -1.0054
H 2.3001 -0.3245 0.2699



Entry 5:
72
Properties=species:S:1:pos:R:3 method="wB97M-V/def2-TZVPD" energy_ev=-40573.63584 smiles="CNC(C)=O.CNC(C)=O.CNC(C)=O.CNC(C)=O.CNC(C)=O.CNC(C)=O" total_charge=0
O 1.3749 1.1615 -3.2598
O 3.9703 -7.0764 1.4551
O -4.8905 -2.5401 0.1318
O 3.1405 2.5973 4.5656
O -3.0639 4.7491 0.7333
O -0.6246 -5.0070 -4.0190
N 4.9122 4.0061 4.6304
N 4.8774 -5.0771 1.9245
N 0.2148 2.8881 -2.4013
N -5.7793 -2.2807 -1.9419
N -4.8357 5.1980 2.0060
N 1.1736 -3.5441 -4.1761
C -5.5622 -3.6531 -2.4282
C 3.8742 3.4476 4.0679
C -5.5888 5.9976 1.0813
C 0.6154 1.6380 -2.4004
C 0.6024 3.8869 -3.3526
C 6.3010 -5.4761 1.7356
C -0.8578 -2.8241 -5.0671
C -5.4407 -1.8398 -0.7083
C 2.2230 -4.3988 -3.8018
C -0.0943 -3.8895 -4.3535
C 2.5082 -5.2694 1.9682
C 3.8536 -5.9087 1.8022
C 0.0709 0.8347 -1.2579
C 3.6955 3.9242 2.6440
C 5.4747 3.7438 5.9685
C -3.6074 4.6912 1.8276
C -5.8375 -0.4054 -0.4437
C -2.9034 4.0657 3.0023
H 2.7172 4.3703 2.4648
H 2.7022 -4.2814 -2.8298
H -6.4186 -4.1870 -2.0164
H -6.3029 -1.6695 -2.5521
H 0.2470 4.9011 -3.1700
H -1.1475 -2.0695 -4.3358
H 1.4397 -2.5773 -4.2972
H 5.8491 4.6544 6.4362
H 0.0158 -0.1901 -1.6249
H 6.4072 -6.5609 1.7452
H 6.6811 -5.0304 0.8163
H 4.3567 4.7324 2.3314
H 6.9170 -5.0899 2.5477
H 0.6871 0.9421 -0.3652
H -5.6213 -3.8449 -3.4996
H -3.4789 3.5977 3.8009
H -5.1816 0.1664 -1.1001
H 4.7123 -4.1206 2.2037
H 2.4511 -4.2245 1.6635
H -0.9235 1.1930 -0.9915
H 1.6879 3.8803 -3.4504
H -5.7294 -0.1200 0.6027
H -4.6609 -4.1174 -2.0280
H 2.1092 -5.3211 2.9813
H -4.9861 6.4221 0.2784
H -1.8035 -3.1783 -5.4774
H -0.5880 2.9971 -1.7982
H -5.2087 5.1476 2.9432
H 3.0237 -4.3426 -4.5393
H 4.6852 3.3949 6.6341
H 3.8490 3.1773 1.8651
H -2.1307 3.4028 2.6130
H 1.8810 -5.7959 1.2488
H -6.1938 6.7865 1.5283
H -0.2194 -2.3683 -5.8239
H 5.5065 4.5896 4.0591
H -6.9158 -0.4159 -0.6029
H 0.1058 3.6353 -4.2897
H -6.2554 5.3168 0.5519
H 6.3614 3.1109 5.9327
H 1.9329 -5.4489 -3.8364
H -2.3560 4.8965 3.4478



Entry 6:
28
Properties=species:S:1:pos:R:3 method="wB97M-V/def2-TZVPD" energy_ev=-15328.54778 total_charge=+1
Rb 0.2520 -0.9934 -0.1608
O 2.2507 -3.0912 -0.5405
O 2.7630 0.0893 0.7173
O -1.7127 -2.6069 1.0529
O -0.7575 1.2689 1.2288
O -1.2994 0.0960 -2.4075
C -0.3391 0.9410 -3.0223
C 0.1269 0.3340 3.2798
C -0.8376 2.3737 -3.0706
C -1.1057 0.6507 2.4790
H 0.6203 0.9369 -2.4842
H 2.6546 -3.8744 -0.1566
H -0.0782 -0.4146 4.0448
H 0.4882 1.2317 3.7874
H -1.5942 -3.4376 1.5226
H -0.1292 0.6312 -4.0498
H -1.7397 -0.4361 -3.0747
H 0.9293 -0.0100 2.6293
H -0.1787 2.9902 -3.6851
H -0.9016 2.8130 -2.0753
H -1.8229 1.2224 3.0676
H 3.4531 -0.1855 1.3277
H -1.6446 -0.2591 2.1951
H 3.2333 0.5585 0.0221
H 2.7791 -2.9104 -1.3232
H -2.6619 -2.5408 0.9124
H -1.8258 2.4112 -3.5303
H -0.9213 2.2111 1.3140



Entry 7:
97
Properties=species:S:1:pos:R:3 method="wB97M-V/def2-TZVPD" energy_ev=-129231.16831 total_charge=0
V 0.8040 -1.3146 1.6221
S 1.8902 1.9681 2.3902
S 1.5624 -0.7438 3.6676
S 4.8722 0.3766 1.9155
S 1.9725 1.5051 5.3200
P -1.4021 0.4628 -0.0149
O 2.2331 -1.4586 0.6203
N -2.4312 1.5869 0.5827
N -0.8379 -2.5034 2.2268
N -1.6027 -4.7441 2.2346
N 1.4918 -3.0800 1.9127
N -3.0498 -2.9801 2.9577
N -0.4517 0.0004 1.2036
N -2.3489 -0.6964 -0.7187
N -0.4120 0.9300 -1.2400
N -2.1664 -0.8137 3.0375
N -3.7909 -5.1339 2.7867
C 1.7927 1.0042 3.7539
C 5.0288 2.5453 -2.1165
C -4.5507 -1.6417 -1.1965
C 0.7522 1.7709 -0.8674
C 0.6711 3.0209 -3.0703
C 5.1148 2.5739 0.3003
C -1.6661 -1.8401 -1.3349
C 1.0613 -5.1224 0.7513
C 5.1707 3.2339 -0.9152
C -0.7974 2.5766 -3.0340
C 1.5202 2.1869 -2.1079
C -2.5231 -2.4175 -2.4521
C 4.7941 1.1765 -2.0596
C 0.6744 -4.1348 1.5845
C -4.5445 2.8016 0.5567
C 2.6814 -2.7702 1.1740
C 6.0791 -0.9292 1.5710
C -2.7919 -4.2300 2.6671
C -3.8993 -2.8105 -1.9277
C -3.6250 -1.1055 -0.1148
C -2.1783 2.3012 1.8521
C 4.7045 0.5145 -0.8465
C -0.6907 -3.8275 2.0582
C 4.8931 1.2013 0.3466
C -0.9089 1.1191 -2.6106
C -2.5011 3.7743 1.6798
C -3.4456 2.1873 -0.2967
C -3.9903 3.9751 1.3784
C 2.3211 -4.9301 0.0492
C 3.0476 -3.8118 0.1712
C 5.0945 3.2714 -3.4296
C -2.0494 -2.0716 2.7630
H -3.0025 2.9636 -0.9320
H -1.3554 3.1878 -2.3207
H -3.5337 -6.1050 2.7815
H 0.7413 4.0792 -2.8128
H 7.0240 -0.5121 1.2285
H 5.0815 2.5746 -4.2668
H -3.8450 1.4218 -0.9622
H -4.5494 4.0606 2.3118
H 1.4023 1.2058 -0.1989
H 3.9402 -3.6550 -0.4206
H -2.6284 -1.6660 -3.2403
H -4.5349 -3.1516 -2.7467
H -4.1359 4.9126 0.8383
H -1.2740 2.7130 -4.0059
H -2.8001 1.8678 2.6418
H 4.6618 0.6210 -2.9798
H -2.0145 -3.2799 -2.8863
H 1.0690 2.9204 -4.0823
H 5.2475 3.1173 1.2256
H -1.8858 4.1746 0.8705
H -3.4504 -1.8904 0.6317
H -4.6088 -4.8500 3.2969
H -1.4998 -2.6112 -0.5654
H -5.4901 -1.9560 -0.7372
H 2.4036 2.7412 -1.7855
H 3.5104 -2.5236 1.8520
H -5.3643 3.1263 -0.0859
H -0.3189 0.4934 -3.2914
H 6.2436 -1.4553 2.5103
H 5.3458 4.3025 -0.9305
H 2.6430 -5.6943 -0.6446
H 4.4810 -0.5447 -0.8272
H 0.4042 -5.9464 0.5280
H 0.4241 2.6573 -0.3101
H 5.7104 -1.6411 0.8348
H -1.9381 0.7641 -2.6652
H -4.0641 -0.2594 0.4101
H 4.2473 3.9494 -3.5467
H -1.1085 -0.0849 2.0907
H -0.6907 -1.5235 -1.7084
H -4.9440 2.0268 1.2155
H 6.0010 3.8717 -3.5045
H -2.2108 4.3094 2.5840
H -3.7934 -3.6510 -1.2341
H 1.8921 1.2869 -2.6039
H -4.7823 -0.8405 -1.9057
H -3.0868 -0.6267 3.4232
H -1.1357 2.1664 2.1448



Entry 8:
49
Properties=species:S:1:pos:R:3 method="wB97M-V/def2-TZVPD" energy_ev=-32737.12582 smiles="CCOC(=O)[C@H]1CCCN(C(=O)Nc2c(-c3ccccc3)noc2C)C1" total_charge=0
O -1.2780 -2.1126 -3.3878
O -2.5626 -1.4018 0.5443
O 1.0610 2.0297 2.2245
O 2.1071 0.2581 1.3284
N -0.7645 -0.8801 -3.6021
N -0.3694 -1.2663 -0.0484
N -1.0100 -1.2375 2.1805
C -0.0958 0.4707 4.2989
C 0.8990 1.5465 -3.2652
C 0.8956 -0.1389 3.3024
C 0.9693 3.5949 -2.0160
C -1.3979 -1.2991 0.8732
C -1.2264 -2.4080 -2.0801
C -0.4111 -0.3873 -2.4387
C 2.7710 1.0908 0.3681
C 0.3177 -1.4318 2.6975
C -0.6637 -1.3472 -1.4143
C 3.2545 0.2215 -0.7771
C 0.1475 3.0377 -1.0496
C 0.0877 0.9748 -2.2884
C -1.7787 -3.6932 -1.5951
C 1.3252 0.8591 2.2387
C -0.2912 1.7319 -1.1819
C -1.9564 -0.7834 3.1759
C -1.4978 0.5774 3.7006
C 1.3398 2.8486 -3.1238
H 1.8220 -0.4039 3.8268
H -1.4850 1.2947 2.8785
H 0.2499 -2.1749 3.5044
H 2.0771 1.8624 0.0219
H 0.4722 -0.7613 0.1892
H 1.3135 4.6130 -1.9090
H 0.9776 -1.8314 1.9281
H -1.0155 -4.2589 -1.0629
H -2.9357 -0.7187 2.7007
H 3.9080 -0.5632 -0.4045
H 3.6125 1.5790 0.8715
H -2.5944 -3.4865 -0.9028
H 1.1691 0.9572 -4.1275
H -0.1289 -0.1624 5.1884
H -2.0041 -1.5116 3.9939
H 2.4153 -0.2356 -1.2953
H 1.9703 3.2877 -3.8830
H 0.2547 1.4607 4.5935
H -2.1468 -4.2733 -2.4361
H -2.1960 0.9376 4.4563
H -0.9543 1.3105 -0.4404
H -0.1492 3.6164 -0.1875
H 3.8023 0.8355 -1.4853